DFT (ωB97M-V/def2-TZVPD) results for an isolated molecule of CH5FP2 in a non-equilibrium geometry.

CARTESIAN COORDINATES (ANGSTROEM)
C (0.53, -0.24, 0.56)
F (1.79, -0.50, 1.27)
P (0.75, 0.86, -0.81)
P (-0.35, -1.87, 0.52)
H (-0.03, 0.38, 1.49)
H (0.47, 1.99, -0.19)
H (-0.57, 0.94, -1.15)
H (0.28, -2.17, -0.69)
H (-1.42, -1.11, -0.09)

E_HOMO   -9.801 eV
Energy relative to the best compared isomer or geometry (same formula, charge and spin)   51.1 kcal/mol
SMILES   FC(P)P
Kohn-Sham gap   0.3880 Ha
LUMO level   0.76 eV
Charge   0
Multiplicity   1

Atomic partial charges in e from the Mulliken method, atoms 1 to 8: C 0.017; F -0.316; P -0.033; P -0.023; H 0.227; H 0.021; H 0.017; H 0.043